1.
Here is a molecular structure, C22H39NO3S at a distorted geometry from the Open Molecules 2025 dataset. Energies are from the ωB97M-V functional and the def2-TZVPD basis.

HOMO, eV: -5.088
Energy relative to the best compared isomer or geometry (same formula, charge and spin), kcal per mole: 15.06
HOMO-LUMO gap, eV: 4.80
Largest force on an atom, eV/A: 14.80

```
! wB97M-V def2-TZVPD RIJCOSX def2/J DEFGRID3
* xyz 0 1
C 2.6340 -0.0369 2.6094
C 2.2570 0.5541 1.2104
N 2.7420 -0.1119 -0.0276
C 4.2410 -0.0589 0.1434
C 2.2540 -1.6189 0.0184
C 0.7460 -1.8539 0.0874
C 2.2450 0.7251 -1.2076
C 2.5710 0.2571 -2.6466
O 2.2200 1.3461 -3.4816
C 2.0160 0.9251 -4.7966
H 2.4670 0.7601 3.3024
H 3.7380 0.1211 2.8504
H 2.1460 -0.8839 3.0194
H 2.5780 1.7991 1.1484
H 1.1030 0.5461 1.3694
H 4.6860 -0.7349 0.9034
H 4.7410 0.7471 0.4534
H 4.8020 -0.3349 -0.7166
H 2.7670 -2.0579 0.7634
H 2.5780 -2.2309 -0.8046
H 0.4620 -1.3469 1.0874
H 0.4760 -2.7009 0.0104
H 0.3070 -1.1869 -0.5796
H 2.4980 1.5641 -1.1476
H 1.2390 1.0511 -1.0536
H 2.1470 -0.7209 -2.8646
H 3.5580 -0.0959 -2.6726
H 1.1660 0.3591 -4.8036
H 2.9960 0.4391 -5.1706
H 1.8180 1.8881 -5.2976
O -1.3360 0.8661 -0.1406
H -0.9750 1.0441 0.7764
C -1.0470 2.5681 -3.0106
S -2.4240 1.3581 -3.0376
O -3.5650 1.8051 -3.9416
C -1.5650 -0.0379 -3.6366
H -1.4440 3.5201 -3.0076
H -0.4180 2.6251 -3.8876
H -0.3760 2.1151 -2.2876
H -1.2080 0.1671 -4.8106
H -2.3370 -0.8019 -3.8846
H -0.9130 -0.4949 -2.8956
C 0.3260 -0.9389 5.1194
C 0.5230 0.5751 4.9344
C -0.2230 1.1521 3.8214
C -1.1890 0.3581 3.1704
C -1.4680 -0.9729 3.4774
C -0.7050 -1.6959 4.5664
H 1.0530 -1.3149 5.6474
H 1.2110 0.9601 5.5854
H -0.1170 2.3001 3.7534
H -1.7020 0.9061 2.2304
H -2.1780 -1.3369 2.7774
H -0.9540 -2.6479 4.8434
C -3.7240 0.6191 -0.1756
C -2.6970 -0.4549 0.1234
C -3.2520 -1.7839 0.4844
C -4.6580 -2.0279 0.6124
C -5.5160 -1.1059 0.3324
C -5.0490 0.3621 -0.0496
H -3.2460 1.5771 -0.5506
H -1.6100 -0.3559 0.0044
H -2.7330 -2.7709 0.7104
H -4.6740 -3.0919 0.7934
H -6.4960 -1.3149 0.5244
H -5.5160 1.1631 -0.6766
*
```

=====

2.
Here is a molecular structure, C8H10O at a distorted geometry from the Open Molecules 2025 dataset. Energies are from the ωB97M-V functional and the def2-TZVPD basis.

HOMO, eV: -8.576
Energy relative to the best compared isomer or geometry (same formula, charge and spin), kcal per mole: 182.72
HOMO-LUMO gap, eV: 9.08
Largest force on an atom, eV/A: 12.89

```
! wB97M-V def2-TZVPD RIJCOSX def2/J DEFGRID3
* xyz 0 1
C -1.0935 -2.2321 0.6294
C -0.2563 -1.1683 0.4610
C 0.8580 -0.8452 1.3423
C 1.7094 0.2223 1.2849
C 1.4609 1.1511 0.3033
C 0.3247 1.0639 -0.5240
C 0.0435 2.0522 -1.4564
C -0.4772 -0.0900 -0.3745
H -1.5522 -2.6093 -0.2075
H -0.2709 -2.7918 1.5507
H -2.2551 -1.9868 1.1127
H 0.7171 -1.5307 1.8878
H 2.5207 0.0973 1.7573
H 2.1774 1.9792 -0.1689
H -0.1056 1.8642 -2.9651
H -0.9295 2.6780 -1.1959
H 0.9619 2.9865 -1.5496
H -2.2660 -0.7149 -0.6014
O -1.5672 -0.1255 -1.2861
*
```

=====

3.
Here is a molecular structure, C20H44AgF6N2O8 at a distorted geometry from the Open Molecules 2025 dataset. Energies are from the ωB97M-V functional and the def2-TZVPD basis.

HOMO, eV: -9.603
Energy relative to the best compared isomer or geometry (same formula, charge and spin), kcal per mole: 0.00
HOMO-LUMO gap, eV: 6.52
Largest force on an atom, eV/A: 2.59

```
! wB97M-V def2-TZVPD RIJCOSX def2/J DEFGRID3
* xyz 1 1
Ag 1.2848 1.4581 0.3584
C -2.4355 0.5898 -0.3003
O -2.7193 -0.7450 -0.7906
O -1.2174 0.7373 0.1113
C -2.9161 1.6123 -1.3203
F -4.2409 1.8518 -1.1697
F -2.2503 2.7391 -1.2281
F -2.6891 1.1397 -2.6438
C -4.0135 -0.9542 -1.3167
C -4.2866 -2.4510 -1.4007
H -3.6066 -2.9277 -2.1181
H -4.2905 -2.9484 -0.4330
H -5.2774 -2.6252 -1.8304
H -4.1285 -0.5176 -2.3108
H -4.8125 -0.5540 -0.6777
H -3.1044 0.7320 0.5739
C 2.6440 4.0101 1.1091
O 3.1928 2.6840 1.3235
O 1.7073 3.8891 0.2665
C 2.2804 4.6607 2.4417
F 1.9353 5.9850 2.2284
F 1.2327 4.0429 3.0907
F 3.4140 4.6361 3.3070
C 4.4641 2.4680 1.7797
C 4.9037 1.0656 1.4003
H 5.8275 0.8565 1.9523
H 4.1720 0.2831 1.6019
H 5.2194 1.0366 0.3539
H 4.5306 2.6500 2.8567
H 5.2255 3.1423 1.3566
H 3.5174 4.6154 0.7552
C 0.2117 1.5277 3.8192
O 0.8697 0.8139 2.7853
C 1.4257 -0.3802 3.1776
C 0.4300 -1.5010 3.3546
N -0.5035 -1.5721 2.2030
H -0.8868 -0.6169 1.9191
H 0.0657 -1.7791 1.3706
C -1.5462 -2.5878 2.3933
C -2.4033 -2.1823 3.5618
O -2.7196 -0.8127 3.4280
C -3.9683 -0.4396 3.9375
H -0.0867 2.4813 3.4108
H 0.9183 1.7164 4.6426
H -0.6157 0.9688 4.2720
H 2.0210 -0.2883 4.0967
H 2.1480 -0.7026 2.4138
H -0.2135 -1.4080 4.2238
H 0.9081 -2.4782 3.3983
H -1.0535 -3.5449 2.5455
H -2.1207 -2.5900 1.4821
H -1.8918 -2.4396 4.5102
H -3.2938 -2.8329 3.5940
H -4.0938 -0.7512 4.9871
H -4.8255 -0.8884 3.4125
H -4.0622 0.6391 3.8927
C 1.8020 -3.2872 -5.4760
O 1.2132 -2.3956 -4.5248
C -0.1838 -2.1803 -4.6755
C -0.7166 -1.8268 -3.3253
N 0.0115 -0.6615 -2.7654
H -0.6017 -0.3205 -1.9784
H 0.8533 -1.0702 -2.3591
C 0.2754 0.4193 -3.7015
C 0.8326 1.5772 -2.9563
O 1.7156 1.1163 -1.9616
C 2.8315 0.4055 -2.4416
H 2.1726 -2.7297 -6.3446
H 1.1000 -4.0215 -5.8761
H 2.6308 -3.7622 -4.9629
H -0.7230 -3.0729 -5.0074
H -0.3437 -1.3550 -5.3774
H -0.6324 -2.6102 -2.5823
H -1.7648 -1.5730 -3.4378
H -0.6562 0.6804 -4.1853
H 0.9747 0.0459 -4.4442
H 0.0822 2.1922 -2.4638
H 1.3782 2.2611 -3.6165
H 3.5181 0.2731 -1.6087
H 3.3596 0.9683 -3.2222
H 2.5951 -0.5866 -2.8641
*
```

=====

4.
Here is a molecular structure, C14H19F13O3Si at a distorted geometry from the Open Molecules 2025 dataset. Energies are from the ωB97M-V functional and the def2-TZVPD basis.

HOMO, eV: -9.911
HOMO-LUMO gap, eV: 10.68
Largest force on an atom, eV/A: 4.35

```
! wB97M-V def2-TZVPD RIJCOSX def2/J DEFGRID3
* xyz 0 1
F 1.4989 2.2612 0.0496
F 0.8528 4.2167 -0.8278
F 2.4577 3.0835 -1.7299
F 0.3165 2.7315 -3.2081
F 0.5707 0.9496 -1.9181
F -4.3695 -0.4838 0.5080
F -2.5492 0.4520 1.0785
F -1.0824 1.8928 -0.0665
F -1.6015 3.5690 -1.4313
F -4.1308 1.9327 -0.5697
F -4.1959 0.2384 -1.9687
F -1.5919 0.3084 -2.6806
F -2.7492 2.1434 -2.9962
O 1.9053 -1.1115 0.1145
O 0.4252 -3.1745 0.9161
O 0.0873 -0.6010 1.9684
C 3.3682 0.1724 -1.3356
C 1.1417 -3.5055 3.2769
C -0.1062 1.8611 2.5133
C 1.3194 3.0097 -1.0620
C 2.3887 -1.0279 -1.2260
C 1.3933 -3.7341 1.7233
C 0.4982 0.7140 1.6797
C -2.3862 -1.4092 -0.4203
C 0.2777 2.2328 -1.9691
C -3.1408 -0.1007 0.0922
C -1.1450 2.3043 -1.3555
C -3.4225 0.8975 -1.1160
C -2.2065 1.3729 -2.0371
C -0.8584 -1.3186 -0.6548
Si 0.4152 -1.5813 0.6629
H 3.7724 0.3541 -2.3245
H 4.2421 -0.0547 -0.7170
H 2.8597 1.0943 -1.0309
H 1.7333 -4.2231 3.8714
H 1.3050 -2.5378 3.7802
H 0.0730 -3.7855 3.6153
H 0.1241 1.7414 3.5358
H -1.2362 1.7966 2.4770
H 0.2074 2.9181 2.2265
H 2.8936 -1.9843 -1.3034
H 1.5424 -1.0489 -1.9464
H 2.3188 -3.1007 1.5384
H 1.6287 -4.7947 1.4316
H 0.3279 0.9311 0.5985
H 1.6836 0.7398 1.8070
H -2.4926 -2.2242 0.2878
H -3.0530 -1.6815 -1.2697
H -0.7586 -0.3672 -1.1771
H -0.5523 -2.0684 -1.4107
*
```

=====

5.
Here is a molecular structure, C26H20Br2N2O2Y from the Open Molecules 2025 dataset. Energies are from the ωB97M-V functional and the def2-TZVPD basis.

HOMO, eV: -10.609
Energy relative to the best compared isomer or geometry (same formula, charge and spin), kcal per mole: 0.00
HOMO-LUMO gap, eV: 6.92
Largest force on an atom, eV/A: 0.34

```
! wB97M-V def2-TZVPD RIJCOSX def2/J DEFGRID3
* xyz 1 1
Y -0.1712 -0.0949 -1.9259
O -2.2564 3.8426 -1.0272
C -1.5486 4.2218 0.0627
C -1.8022 5.4775 0.6050
C -1.1033 5.9070 1.7179
C -0.1333 5.1016 2.3035
C 0.1161 3.8539 1.7633
C -0.5876 3.3945 0.6537
C -0.3520 1.9941 0.1601
O -0.4026 1.8478 -1.2365
N -1.3961 1.1160 0.7134
N -1.2712 -0.1765 0.2923
C -1.8324 -1.1196 0.9508
C -1.8777 -2.4864 0.4764
Br -1.4359 -2.7655 -1.3711
C -2.2818 -3.5460 1.1848
C -2.5934 -3.5443 2.6168
C -1.8192 -2.8431 3.5442
C -2.1518 -2.8679 4.8889
C -3.2557 -3.5903 5.3168
C -4.0166 -4.3093 4.4045
C -3.6803 -4.2999 3.0626
H -1.8027 3.0762 -1.4142
H -2.5468 6.1019 0.1307
H -1.3103 6.8875 2.1252
H 0.4218 5.4492 3.1631
H 0.8767 3.2170 2.2030
H 0.6404 1.6529 0.5027
H -1.5884 1.2334 1.7037
H -2.3566 -0.9228 1.8840
H -2.4079 -4.4921 0.6692
H -0.9283 -2.3206 3.2185
H -1.5417 -2.3358 5.6058
H -3.5133 -3.6091 6.3670
H -4.8671 -4.8838 4.7444
H -4.2674 -4.8677 2.3518
Br 0.1515 -0.2689 -4.7638
C 2.0927 -0.4129 -4.7613
C 2.6816 -0.4424 -5.9855
C 4.0867 -0.5497 -6.0427
C 4.8119 -0.6230 -4.8899
C 4.1809 -0.5929 -3.6234
C 4.9399 -0.6760 -2.4293
C 4.3245 -0.6480 -1.2147
C 2.9187 -0.5271 -1.1432
C 2.1052 -0.4390 -2.2538
C 2.7688 -0.4799 -3.5211
H 2.1023 -0.3860 -6.8959
H 4.5744 -0.5730 -7.0071
H 5.8904 -0.7069 -4.9292
H 6.0166 -0.7615 -2.5035
H 4.9097 -0.7122 -0.3069
H 2.4889 -0.5000 -0.1404
*
```

=====

6.
Here is a molecular structure, C42H52AsAuN6P from the Open Molecules 2025 dataset. Energies are from the ωB97M-V functional and the def2-TZVPD basis.

HOMO, eV: -9.945
Energy relative to the best compared isomer or geometry (same formula, charge and spin), kcal per mole: 5.19
HOMO-LUMO gap, eV: 8.20
Largest force on an atom, eV/A: 0.23

```
! wB97M-V def2-TZVPD RIJCOSX def2/J DEFGRID3
* xyz 1 1
Au -0.5890 -0.6774 0.3950
C 0.9051 0.3838 -2.8337
N -0.5096 0.2462 -3.1406
C -0.8374 -0.7451 -4.1558
C -1.4326 0.7468 -2.2865
N -1.0479 1.0697 -1.0663
C -1.6099 2.1540 -0.3698
C -2.2448 3.2432 -0.9682
C -2.7128 4.3067 -0.2111
C -2.5605 4.2999 1.1675
C -1.9010 3.2410 1.7715
C -1.3920 2.1909 1.0152
N -0.6857 1.1309 1.6233
C 0.2412 1.4092 2.5213
N 0.4691 0.5437 3.5378
C 1.7910 0.3295 4.0999
C -0.5439 -0.4103 3.9474
N 1.0250 2.5194 2.4659
C 1.3503 3.1432 1.1931
C 1.3235 3.3176 3.6433
N -2.7007 0.8883 -2.7533
C -3.0062 1.2384 -4.1289
C -3.8396 0.8125 -1.8597
H 1.4643 0.3616 -3.7690
H 1.2573 -0.4285 -2.1910
H 1.0846 1.3286 -2.3294
H -0.1696 -1.5998 -4.0458
H -0.7137 -0.3438 -5.1637
H -1.8604 -1.0909 -4.0310
H -2.3605 3.2687 -2.0442
H -3.2030 5.1363 -0.7033
H -2.9461 5.1125 1.7682
H -1.7694 3.2219 2.8479
H 2.5357 0.8798 3.5325
H 2.0310 -0.7354 4.0481
H 1.8405 0.6374 5.1466
H -1.5140 -0.1113 3.5615
H -0.5779 -0.4500 5.0382
H -0.3149 -1.4144 3.5797
H 1.2397 2.4193 0.3882
H 2.3896 3.4739 1.2297
H 0.7106 4.0043 0.9845
H 0.8810 2.8681 4.5274
H 0.9000 4.3176 3.5161
H 2.4008 3.4152 3.7928
H -2.0937 1.4682 -4.6716
H -3.6437 2.1264 -4.1349
H -3.5384 0.4357 -4.6451
H -3.5180 0.4739 -0.8787
H -4.5592 0.0961 -2.2631
H -4.3277 1.7844 -1.7502
C -2.8790 -4.8378 -0.4000
C -2.5602 -5.6926 0.8258
As -0.6215 -6.0493 1.0471
C -0.3541 -5.5692 2.9340
C 0.9310 -5.1709 3.2967
C 1.2269 -4.8138 4.6057
C 0.2346 -4.8512 5.5747
C -1.0456 -5.2638 5.2312
C -1.3356 -5.6232 3.9215
C -0.6812 -7.9871 1.2723
C 0.2713 -8.7416 0.5965
C 0.2972 -10.1250 0.7272
C -0.6324 -10.7608 1.5345
C -1.5885 -10.0137 2.2120
C -1.6114 -8.6340 2.0819
P -2.6650 -2.9972 -0.4230
C -0.8174 -2.8231 -0.2391
C -0.1330 -3.0695 -1.4725
C 1.2231 -3.2117 -1.5258
C 1.9998 -3.0632 -0.3563
C 1.3913 -2.8293 0.8430
C -0.0273 -2.7375 0.9393
C -3.3955 -2.3927 1.1472
C -3.0752 -2.8192 2.4383
C -3.6946 -2.2662 3.5479
C -4.6541 -1.2739 3.3905
C -5.0060 -0.8573 2.1161
C -4.3854 -1.4181 1.0082
H -3.9297 -4.9775 -0.6732
H -2.3045 -5.1814 -1.2670
H -3.0247 -6.6707 0.6911
H -2.9919 -5.2621 1.7278
H 1.7112 -5.1440 2.5435
H 2.2336 -4.5155 4.8710
H 0.4616 -4.5790 6.5973
H -1.8186 -5.3202 5.9875
H -2.3393 -5.9533 3.6833
H 0.9974 -8.2473 -0.0387
H 1.0420 -10.7036 0.1965
H -0.6151 -11.8379 1.6374
H -2.3143 -10.5081 2.8447
H -2.3591 -8.0653 2.6233
H -0.7333 -3.1790 -2.3687
H 1.7115 -3.4306 -2.4671
H 3.0764 -3.1579 -0.4107
H 1.9740 -2.7558 1.7529
H -0.4674 -2.8391 1.9181
H -2.3554 -3.6079 2.5961
H -3.4306 -2.6192 4.5376
H -5.1369 -0.8414 4.2572
H -5.7671 -0.0997 1.9823
H -4.6757 -1.1003 0.0141
*
```

=====

7.
Here is 2 unconnected molecules or ions with the total composition C6H15NO at a distorted geometry from the Open Molecules 2025 dataset. Energies are from the ωB97M-V functional and the def2-TZVPD basis.

SMILES: C=C(CC)CCN.O
HOMO, eV: -8.917
Energy relative to the best compared isomer or geometry (same formula, charge and spin), kcal per mole: 92.37
HOMO-LUMO gap, eV: 9.35
Largest force on an atom, eV/A: 4.14

```
! wB97M-V def2-TZVPD RIJCOSX def2/J DEFGRID3
* xyz 0 1
C 0.9506 -1.0996 -0.8919
C -0.1941 -0.3732 -0.9596
C -1.3600 -0.9207 -0.2502
C -1.6043 -2.3574 -0.7119
C -0.2140 1.1498 -1.2124
C -0.4000 2.0484 0.1766
N 0.6493 3.0572 0.3427
H 2.0154 -1.0171 -1.2247
H 1.1086 -2.0817 -0.3542
H -2.2691 -0.3395 -0.3545
H -1.0253 -1.1673 0.8034
H -0.7317 -3.0888 -0.5019
H -2.5044 -2.9256 -0.1781
H -2.0720 -2.4894 -1.6928
H -0.9966 1.4231 -1.8704
H 0.7274 1.4377 -1.6555
H -0.4397 1.3160 1.0959
H -1.5288 2.4231 0.2600
H 0.9012 3.6688 -0.4987
H 1.3962 2.4221 0.6127
O 2.4526 -0.6720 3.3630
H 2.7005 -0.7680 2.4277
H 2.4382 0.3541 3.2747
*
```

=====

8.
Here is a molecular structure, C36H52BN8Rh from the Open Molecules 2025 dataset. Energies are from the ωB97M-V functional and the def2-TZVPD basis.

HOMO, eV: -14.384
Energy relative to the best compared isomer or geometry (same formula, charge and spin), kcal per mole: 0.00
HOMO-LUMO gap, eV: 7.78
Largest force on an atom, eV/A: 0.32

```
! wB97M-V def2-TZVPD RIJCOSX def2/J DEFGRID3
* xyz 2 1
Rh -0.9031 -1.2707 -0.1038
C 3.3883 -1.2203 1.2724
C 2.0975 -0.8658 2.0185
C 2.4127 -0.3627 3.4300
C 1.1761 -2.0516 2.0686
C 1.3519 -3.1581 2.8968
C 0.3463 -4.0428 2.5704
N -0.3886 -3.5098 1.5965
N 0.1014 -2.2883 1.2837
B -1.6588 -4.0563 0.9347
N -1.4524 -4.0786 -0.5982
C -1.7236 -5.0090 -1.5219
C -1.6471 -4.4270 -2.7748
C -1.3345 -3.0861 -2.5429
N -1.1905 -2.9149 -1.2257
C -1.3159 -1.8897 -3.4557
C -2.0535 -0.7182 -2.7942
C -1.9326 -2.2168 -4.8106
N -2.7913 -3.0355 1.2108
C -3.9964 -3.2301 1.7479
C -4.7660 -2.1096 1.5163
C -3.9631 -1.2324 0.7833
N -2.7405 -1.7987 0.6518
C -4.4531 -0.0325 -0.0016
C -5.9807 0.0249 0.0334
C -3.8925 1.3327 0.3977
H 4.0066 -0.3304 1.1513
H 3.1932 -1.6446 0.2859
H 3.9638 -1.9523 1.8397
H 1.6020 -0.0546 1.4948
H 2.9782 -1.1021 3.9963
H 1.5071 -0.1254 3.9893
H 3.0251 0.5370 3.3695
H 2.1281 -3.2994 3.6264
H 0.1107 -5.0199 2.9562
H -1.9458 -5.1337 1.3480
H -1.9827 -6.0127 -1.2308
H -1.8349 -4.9014 -3.7210
H -0.2805 -1.5739 -3.6229
H -3.0824 -0.9822 -2.5541
H -2.0506 0.1646 -3.4325
H -1.5747 -0.3832 -1.8403
H -2.9711 -2.5323 -4.7041
H -1.3820 -3.0150 -5.3061
H -1.9104 -1.3426 -5.4597
H -4.2448 -4.1685 2.2138
H -5.7998 -1.9764 1.7756
H -4.1606 -0.2246 -1.0379
H -6.3393 0.2725 1.0339
H -6.4327 -0.9168 -0.2730
H -6.3321 0.8001 -0.6452
H -3.9959 1.5015 1.4702
H -4.4579 2.1124 -0.1122
H -2.8489 1.4619 0.1167
C 3.7614 2.5809 -3.5087
C 4.2140 1.2853 -2.8221
C 4.8978 0.3922 -3.8574
C 5.2124 1.6140 -1.6976
C 3.0220 0.5952 -2.1810
C 2.7371 -0.7562 -2.3647
C 1.6529 -1.3305 -1.7302
N 0.8443 -0.6298 -0.9358
C 1.1147 0.6769 -0.7025
C 2.1817 1.3008 -1.3128
C 0.2879 1.2961 0.3651
C 0.5020 2.5585 0.8794
C -0.1431 2.9644 2.0526
C -0.9725 2.0281 2.6704
C -1.1921 0.7995 2.0811
N -0.5975 0.4507 0.9415
C 0.1282 4.3246 2.6724
C 1.3434 4.1529 3.6024
C -1.0774 4.7999 3.4934
C 0.4521 5.3669 1.5956
H 4.6256 3.0672 -3.9594
H 3.3182 3.2928 -2.8124
H 3.0392 2.3781 -4.3009
H 5.7127 0.9457 -4.3219
H 4.2114 0.0901 -4.6501
H 5.3334 -0.5011 -3.4078
H 6.0917 2.0963 -2.1239
H 5.5389 0.7090 -1.1828
H 4.7814 2.2945 -0.9616
H 3.3478 -1.3771 -3.0018
H 1.4087 -2.3774 -1.8589
H 2.3805 2.3392 -1.0962
H 1.1988 3.2213 0.3910
H -1.4744 2.2545 3.5991
H -1.8766 0.0756 2.5041
H 1.1497 3.4063 4.3740
H 1.5593 5.1007 4.0959
H 2.2316 3.8523 3.0436
H -1.2074 4.2170 4.4057
H -2.0032 4.7575 2.9170
H -0.9224 5.8341 3.7965
H 1.4155 5.1834 1.1189
H 0.5117 6.3523 2.0548
H -0.3191 5.4062 0.8244
*
```